(1)
{
  "formula": "C21H27F6N5OS",
  "method": "ωB97M-V with the def2-TZVPD basis set",
  "elements": ["C", "C", "C", "C", "N", "C", "N", "N", "C", "C", "N", "C", "H", "H", "H", "C", "H", "H", "H", "C", "C", "H", "H", "H", "H", "H", "H", "S", "C", "C", "O", "N", "C", "C", "C", "C", "C", "C", "H", "C", "F", "F", "F", "H", "C", "F", "F", "F", "H", "H", "H", "H", "H", "H", "H", "H", "H", "H", "H", "H", "H"],
  "positions_angstrom": [[-7.030777, -2.156645, 0.099035], [-5.534404, -2.013444, -0.147854], [-5.234631, -0.864714, -1.108667], [-3.749640, -0.752865, -1.462408], [-2.937236, -0.477037, -0.306810], [-2.275635, -1.376343, 0.469415], [-1.675953, -0.764520, 1.462170], [-1.918085, 0.551571, 1.333680], [-2.668959, 0.730529, 0.285467], [-3.120146, 2.045384, -0.259443], [-2.707786, 2.098716, -1.663245], [-1.272531, 2.041073, -1.870829], [-0.753683, 2.973377, -1.616538], [-1.088577, 1.823630, -2.923158], [-0.843305, 1.240215, -1.271732], [-3.299550, 3.198423, -2.395806], [-2.905486, 4.179010, -2.098590], [-3.091631, 3.055557, -3.456323], [-4.378931, 3.190388, -2.250250], [-2.646619, 3.203901, 0.645739], [-3.747302, 4.219797, 0.927140], [-4.583751, 3.745388, 1.436655], [-4.115711, 4.672514, 0.009407], [-3.365968, 5.011405, 1.567600], [-2.294673, 2.781884, 1.586481], [-1.796728, 3.700982, 0.177911], [-4.219330, 2.038127, -0.272100], [-2.163952, -3.074107, 0.108792], [-0.848781, -3.577689, 1.276111], [0.518608, -3.097190, 0.804270], [1.267921, -3.796133, 0.166605], [0.760057, -1.808608, 1.181913], [1.785119, -0.978000, 0.768384], [2.947723, -1.443601, 0.153720], [3.919921, -0.536640, -0.237168], [3.766911, 0.829348, -0.042753], [2.605961, 1.277704, 0.571311], [1.621520, 0.393753, 0.978933], [0.721543, 0.763728, 1.450129], [2.373095, 2.746734, 0.797922], [2.112842, 3.027841, 2.084322], [3.409959, 3.511364, 0.440044], [1.312255, 3.199231, 0.099270], [4.532314, 1.521834, -0.354857], [5.155183, -1.047597, -0.929960], [6.206610, -0.228235, -0.785801], [5.541945, -2.248643, -0.483306], [4.962432, -1.179572, -2.256337], [3.079069, -2.500539, -0.016474], [-0.037424, -1.319653, 1.621779], [-0.875474, -4.666471, 1.261989], [-1.111990, -3.191226, 2.258799], [-3.397760, -1.694255, -1.894337], [-3.589286, 0.065000, -2.169837], [-5.574852, 0.074788, -0.667724], [-5.786173, -1.015510, -2.038039], [-5.030572, -1.836957, 0.805192], [-5.140820, -2.943652, -0.563390], [-7.225242, -2.974415, 0.787921], [-7.553476, -2.360722, -0.832637], [-7.437681, -1.243227, 0.527514]],
  "forces_ev_per_angstrom": [[0.24, -0.06, 0.03], [-0.23, 0.23, -0.12], [0.31, -0.28, 0.13], [-0.63, -0.02, -0.53], [0.60, -0.05, 0.61], [0.09, 0.06, 0.17], [-0.36, -0.77, -0.03], [-0.15, 0.97, 0.04], [-0.08, -0.07, 0.08], [0.03, 0.17, 0.02], [-0.03, 0.12, -0.03], [-0.03, -0.02, -0.03], [0.02, 0.03, 0.01], [0.09, 0.01, -0.02], [0.12, -0.04, 0.00], [0.01, -0.13, 0.01], [0.00, 0.08, 0.02], [-0.02, 0.09, -0.05], [-0.08, 0.07, -0.02], [-0.24, -0.07, 0.02], [0.20, -0.08, -0.05], [-0.12, -0.01, 0.05], [-0.09, 0.08, -0.07], [-0.05, 0.11, 0.06], [0.08, 0.11, -0.06], [0.09, -0.04, 0.00], [0.05, 0.04, 0.00], [0.00, -0.39, -0.07], [-0.19, 0.19, -0.24], [-0.20, 0.32, 0.35], [0.21, -0.34, -0.25], [-0.28, -0.10, 0.40], [0.48, 0.29, -0.29], [0.06, 0.01, -0.04], [0.02, 0.12, 0.05], [-0.10, -0.08, 0.05], [0.10, 0.01, -0.04], [0.18, -0.11, -0.09], [-0.11, 0.04, 0.06], [-0.08, 0.18, 0.04], [-0.03, -0.13, 0.21], [0.29, -0.07, -0.11], [-0.19, -0.10, -0.15], [0.04, 0.04, 0.00], [0.12, -0.07, -0.18], [0.04, 0.26, 0.13], [-0.11, -0.19, 0.18], [-0.16, 0.02, -0.13], [0.00, 0.01, 0.02], [0.27, -0.34, -0.16], [0.03, 0.10, 0.02], [0.04, -0.08, 0.04], [0.01, 0.10, -0.04], [0.06, -0.24, 0.07], [-0.05, 0.08, -0.05], [-0.05, 0.06, -0.05], [0.08, -0.07, 0.00], [0.06, -0.04, 0.04], [-0.11, -0.06, 0.06], [-0.11, -0.02, -0.08], [-0.09, 0.08, 0.05]],
  "lowdin_charge": [-0.11, -0.28, -0.18, -0.14, 0.01, -0.60, -0.01, 0.09, -0.26, -0.26, -0.25, -0.07, 0.08, 0.09, 0.08, -0.09, 0.09, 0.09, 0.09, -0.19, -0.10, 0.08, 0.06, 0.07, 0.10, 0.10, 0.14, 1.02, -0.34, -0.53, 0.08, 0.12, -0.18, 0.08, -0.09, 0.05, -0.10, 0.06, 0.12, -0.59, 0.15, 0.15, 0.13, 0.13, -0.59, 0.14, 0.15, 0.14, 0.12, 0.08, 0.09, 0.09, 0.11, 0.12, 0.11, 0.12, 0.10, 0.10, 0.07, 0.07, 0.07],
  "relative_energy_ev": 0.000,
  "smiles": "CCCCn1c(SCC(=O)Nc2cc(C(F)(F)F)cc(C(F)(F)F)c2)nnc1[C@@H](CC)N(C)C",
  "multiplicity": 1,
  "total_energy_ha": -2162.89567,
  "lumo_ev": 0.5
}

(2)
{
  "formula": "C21H27F6NO9",
  "method": "ωB97M-V with the def2-TZVPD basis set",
  "elements": ["C", "C", "O", "C", "C", "O", "C", "C", "O", "C", "O", "O", "C", "C", "C", "C", "N", "C", "C", "H", "H", "H", "H", "H", "H", "H", "H", "H", "H", "H", "H", "H", "H", "H", "H", "H", "C", "C", "O", "C", "O", "C", "F", "F", "F", "H", "H", "H", "H", "H", "C", "C", "O", "C", "O", "C", "F", "F", "F", "H", "H", "H", "H", "H"],
  "positions_angstrom": [[-4.589588, -0.235808, -3.541635], [-3.617905, 1.065332, -3.654196], [-4.360681, 2.300196, -3.504325], [-3.662653, 3.268401, -2.690684], [-4.485173, 3.394804, -1.295932], [-4.366168, 2.118283, -0.625090], [-3.353337, 2.147943, 0.413759], [-2.518892, 0.738924, 0.447207], [-3.482046, -0.148860, -0.215494], [-4.377984, -0.700730, 0.777034], [-5.348078, -1.451367, 0.621172], [-3.910990, -0.199982, 2.032191], [-2.520085, 0.175785, 1.940062], [-1.613638, -1.082465, 2.316397], [-0.423979, -0.907078, 3.328739], [0.383128, -2.176568, 3.682160], [0.202130, -3.497274, 3.180546], [-0.889868, -3.635685, 2.275452], [-1.843344, -2.534081, 1.761205], [-4.114919, -0.987774, -2.807412], [-4.702243, -0.755466, -4.558256], [-5.619430, 0.042060, -3.132817], [-2.805110, 0.905616, -2.860142], [-3.142048, 1.084239, -4.706301], [-3.627178, 4.283232, -3.244276], [-2.579649, 2.997148, -2.446154], [-5.583828, 3.573982, -1.607206], [-4.131243, 4.292612, -0.685164], [-3.926603, 2.280759, 1.411578], [-2.657963, 3.062322, 0.343631], [-1.506007, 0.849039, -0.106285], [-2.189354, 0.959708, 2.698672], [-0.192562, 0.097233, 3.810006], [1.236449, -2.033182, 4.444151], [-1.088668, -4.698533, 1.876327], [-2.699971, -2.772075, 1.043975], [1.933046, 2.739292, -4.817487], [1.812160, 1.255543, -4.534721], [2.121505, 0.975653, -3.159528], [1.118425, 1.162364, -2.279366], [0.015222, 1.543651, -2.578051], [1.567513, 0.782670, -0.871550], [2.793348, 1.256610, -0.569763], [1.628537, -0.554729, -0.705836], [0.736130, 1.248296, 0.081245], [2.921038, 3.106859, -4.528051], [1.778279, 2.942522, -5.879222], [1.199321, 3.311659, -4.245124], [2.538094, 0.706235, -5.137489], [0.821747, 0.874245, -4.797204], [4.339401, -3.679378, 2.654347], [4.864414, -2.303017, 2.299831], [5.510388, -1.700291, 3.432722], [6.791719, -2.065777, 3.646205], [7.396411, -2.848104, 2.960309], [7.365365, -1.316139, 4.845422], [6.512610, -1.281841, 5.891091], [7.650755, -0.031466, 4.542739], [8.505552, -1.863611, 5.303727], [3.686337, -3.628583, 3.529494], [3.777535, -4.103886, 1.819710], [5.155391, -4.361397, 2.904553], [4.031311, -1.650527, 2.029741], [5.537923, -2.337545, 1.439366]],
  "forces_ev_per_angstrom": [[0.42, 0.06, 0.06], [-0.23, -1.54, -0.53], [1.76, -0.22, 0.95], [-0.46, 1.08, 0.89], [-0.04, 0.34, -1.96], [1.16, 1.51, 0.67], [0.03, 0.45, 1.23], [-1.23, 1.11, -0.02], [-0.66, -1.86, 1.89], [-0.11, -0.16, -0.18], [4.03, 3.20, 0.37], [-0.44, -0.98, -1.06], [1.10, -0.58, -0.41], [2.45, -2.85, 0.78], [-1.56, -3.71, -2.04], [-1.41, 1.00, -1.08], [-2.89, 3.75, -1.18], [-0.67, 2.00, -0.16], [2.79, 1.44, 2.82], [-0.80, 1.18, -1.16], [0.06, 0.83, 1.49], [1.49, -0.26, -0.61], [-1.15, 0.71, -1.13], [-0.50, -0.10, 1.63], [-0.24, -1.51, 0.84], [-1.40, 0.04, -0.47], [1.68, -0.49, 0.75], [-0.39, -1.28, -0.60], [1.01, -0.37, -1.37], [-0.85, -1.45, -0.21], [-2.00, -0.75, 0.87], [-1.13, -0.73, -1.02], [-0.32, -1.59, -0.73], [-1.47, -0.42, -1.39], [0.51, 1.87, 0.78], [1.46, 0.31, 1.20], [-0.03, 0.24, 0.27], [-0.07, 0.25, -0.83], [-0.52, -0.20, 1.16], [-0.12, 0.27, -2.02], [0.56, -0.29, 0.86], [0.82, -0.47, 1.82], [-0.49, 0.03, -0.48], [-0.23, 0.42, -0.49], [0.04, 0.03, -0.70], [-0.02, -0.11, -0.13], [0.01, -0.07, 0.08], [-0.04, -0.09, -0.12], [0.05, -0.06, 0.37], [0.05, 0.07, 0.28], [0.15, -0.18, 0.26], [-0.46, -0.40, -0.54], [1.00, 0.25, 0.51], [-1.03, -0.70, -1.52], [0.02, 0.65, 0.85], [0.80, 0.80, 1.67], [0.04, -0.21, -0.61], [-0.25, -0.49, -0.33], [-0.57, -0.07, -0.60], [-0.06, 0.06, -0.17], [0.02, 0.09, 0.07], [-0.02, 0.07, -0.14], [0.18, 0.14, 0.28], [0.12, 0.00, 0.27]],
  "lowdin_charge": [-0.08, -0.24, -0.18, -0.18, -0.16, -0.17, -0.12, -0.13, -0.01, -0.38, 0.13, 0.02, -0.21, -0.06, 0.01, -0.13, 0.00, -0.12, 0.04, 0.07, 0.07, 0.09, 0.10, 0.12, 0.13, 0.12, 0.14, 0.12, 0.15, 0.14, 0.16, 0.16, 0.10, 0.10, 0.11, 0.11, -0.06, -0.20, 0.03, -0.36, 0.15, -0.51, 0.16, 0.16, 0.14, 0.08, 0.09, 0.08, 0.13, 0.13, -0.06, -0.20, 0.02, -0.37, 0.17, -0.51, 0.15, 0.16, 0.16, 0.08, 0.08, 0.08, 0.12, 0.13],
  "smiles": "CCOCCOC[C@@H]1OC(=O)O[C@H]1c1ccncc1.CCOC(=O)C(F)(F)F.CCOC(=O)C(F)(F)F",
  "multiplicity": 1,
  "total_energy_ha": -2147.33163,
  "lumo_ev": -0.2
}

Largest force on an atom per entry: 0.0192, 0.1002 Eh/bohr